Below is 2 unconnected molecules or ions with the total composition C2H4O4, with properties calculated with ωB97M-V/def2-TZVPD.

Output
SMILES: O=CO.O=CO
HOMO energy: -0.391 Eh
Energy above the lowest of the compared OMol25 structures with the same formula, charge and spin: 129.8 kJ/mol
Lowest unoccupied orbital energy: 0.39 eV
Total energy: -379.54899 Ha

```
10
Properties=species:S:1:pos:R:3:forces:R:3
O 0.948 1.514 -1.002 -0.4 -0.6 -0.5
C 1.968 2.018 -0.637 -2.7 -1.1 -0.7
O 2.332 1.834 0.621 1.6 1.8 0.8
H 2.470 2.605 -1.378 1.4 0.8 0.1
H 2.812 2.659 0.867 0.1 -1.0 0.2
O -2.459 -2.227 -1.051 1.0 -0.5 1.0
C -2.413 -2.354 0.145 -3.6 1.1 0.8
O -1.503 -1.942 1.034 0.2 -0.4 -0.1
H -3.422 -2.579 0.777 2.3 -0.2 -1.3
H -0.733 -1.528 0.623 0.1 0.0 -0.4
```
Positions in Å, forces in eV/Å.